[1]
Below is C4H6N2 in the gas phase, with properties calculated with wB97M-V/def2-TZVPD.

Geometry as ORCA input:
```
! RIJCOSX wB97M-V def2-TZVPD def2/J DEFGRID3
* xyz 0 1
N 1.68 0.19 -1.14
C 0.48 0.04 -0.40
C -0.66 0.85 -0.57
C -1.60 0.53 0.37
N -0.99 -0.53 1.18
C 0.23 -0.81 0.63
H 1.85 -0.64 -1.69
H 2.45 0.31 -0.48
H -0.68 1.65 -1.30
H -2.35 1.30 0.61
H -1.28 -1.25 1.86
H 0.87 -1.64 0.93
*
```

For the HOMO-LUMO gap, the calculation gives 0.33910 hartree. The structure (SMILES) is Nc1cc[nH]c1. The LUMO energy is 1.04 eV. The energy above the lowest of the compared OMol25 structures with the same formula, charge and spin comes out at 26.6 kcal per mole.

Here are the natural (NBO) charges for atoms 1 to 6, given in e: atom 1 (N): -0.832, atom 2 (C): 0.025, atom 3 (C): -0.278, atom 4 (C): -0.105, atom 5 (N): -0.534, atom 6 (C): -0.078

[2]
Below is C4H6N2 in the gas phase, with properties calculated with wB97M-V/def2-TZVPD.

Geometry as ORCA input:
```
! RIJCOSX wB97M-V def2-TZVPD def2/J DEFGRID3
* xyz 0 1
N -0.92 -1.02 -1.79
C -0.43 -0.55 -0.53
C -0.72 -1.39 0.47
C 0.56 0.55 1.83
C 0.80 1.12 0.64
N 0.30 0.62 -0.55
H -0.28 -1.67 -2.23
H -1.83 -1.46 -1.69
H -0.14 -0.28 1.94
H 1.05 0.89 2.73
H 1.45 1.98 0.53
H 0.16 1.22 -1.34
*
```

For the HOMO-LUMO gap, the calculation gives 0.30955 hartree. The LUMO energy is 0.02 eV. The energy above the lowest of the compared OMol25 structures with the same formula, charge and spin comes out at 108.3 kcal per mole.

Here are the natural (NBO) charges for atoms 1 to 6, given in e: atom 1 (N): -0.791, atom 2 (C): -0.011, atom 3 (C): 0.050, atom 4 (C): -0.478, atom 5 (C): -0.005, atom 6 (N): -0.589

[3]
Below is C4H6N2 in the gas phase, with properties calculated with wB97M-V/def2-TZVPD.

Geometry as ORCA input:
```
! RIJCOSX wB97M-V def2-TZVPD def2/J DEFGRID3
* xyz 0 1
C 1.76 -0.95 -0.52
C 0.58 -0.17 -0.94
C -0.51 -0.24 0.04
N -1.56 0.76 -0.16
C -1.80 1.64 0.83
N -2.04 2.38 1.69
H 2.28 -1.42 -1.37
H 1.67 -1.65 0.32
H 2.44 -0.13 -0.21
H -0.91 -1.25 -0.20
H -0.23 -0.29 1.11
H -1.51 1.17 -1.08
*
```

For the HOMO-LUMO gap, the calculation gives 0.32491 hartree. The LUMO energy is -0.45 eV. The energy above the lowest of the compared OMol25 structures with the same formula, charge and spin comes out at 98.3 kcal per mole.

Here are the natural (NBO) charges for atoms 1 to 6, given in e: atom 1 (C): -0.780, atom 2 (C): 0.167, atom 3 (C): -0.401, atom 4 (N): -0.650, atom 5 (C): 0.410, atom 6 (N): -0.383

no.,HOMO (eV),maximum force (Eh/bohr),E (Ha)
1,-8.190,0.03190,-265.49324
2,-8.404,0.00864,-265.36294
3,-9.290,0.02143,-265.37891